1.
This record from the OMol25 dataset describes a molecular structure, C42H31BrN8O4SSn. The level of theory is wB97M-V/def2-TZVPD.

- Maximum force: 0.8 eV/Å
- E_LUMO: -6.63 eV
- Charge: +2
- Frontier orbital gap: 6.964 eV
- Relative energy (zero: lowest compared OMol25 entry of this formula, charge and spin): 7.9 kcal per mole

```
88
Properties=species:S:1:pos:R:3:forces:R:3:lowdin_charge:R:1
Sn 0.21542 -0.37571 -0.23980 -0.20 0.34 0.21 1.363
Br 5.96395 -4.75574 2.42010 0.01 -0.01 -0.01 0.823
C 4.67179 -3.43328 2.09742 -0.03 0.03 -0.01 -0.681
C 3.32463 -3.77246 2.10304 0.03 -0.02 0.00 -0.090
C 2.36668 -2.80505 1.85641 -0.10 0.07 0.08 -0.021
C 2.76107 -1.49720 1.61331 0.05 -0.05 -0.08 -0.264
C 4.10854 -1.15517 1.62306 -0.02 -0.04 -0.16 -0.017
C 5.06770 -2.12520 1.85990 0.00 -0.04 0.00 -0.092
N 1.79449 -0.44995 1.37515 0.19 0.09 0.30 0.040
C 1.85822 0.55258 2.16832 -0.13 0.00 -0.02 -0.019
C 1.06136 1.75989 1.93436 0.05 -0.10 -0.11 -0.242
C 1.11226 2.85661 2.77118 0.00 -0.07 -0.02 0.034
C 0.38372 3.98515 2.40893 -0.02 0.04 -0.02 0.002
C -0.33703 3.96706 1.22979 -0.01 0.03 0.01 0.012
C -0.34539 2.81488 0.44928 0.07 -0.05 0.08 -0.063
N 0.33544 1.73148 0.80915 0.04 0.17 0.05 0.023
H 3.02573 -4.79126 2.30587 0.00 0.00 0.02 0.115
H 1.31909 -3.06663 1.89424 -0.02 0.00 -0.05 0.111
H 4.42169 -0.14191 1.40154 -0.03 0.02 0.02 0.121
H 6.11737 -1.86812 1.84809 0.00 0.00 0.02 0.115
H 2.53029 0.52923 3.02290 0.02 0.00 -0.01 0.162
H 1.70708 2.83158 3.67432 0.01 0.00 0.00 0.135
H 0.39280 4.86624 3.03588 0.00 0.00 0.00 0.131
H -0.89585 4.83201 0.90217 -0.01 0.01 0.01 0.128
H -0.91044 2.75360 -0.47051 -0.01 -0.03 -0.02 0.119
C -7.75059 -1.88670 -2.60086 -0.01 0.00 0.01 -0.029
C -6.33654 -1.40472 -2.47151 -0.01 -0.01 0.01 -0.240
C -5.99922 -0.09541 -2.81483 0.02 0.02 -0.01 -0.010
C -4.69222 0.35031 -2.73313 -0.04 0.00 0.04 -0.038
C -3.71304 -0.53579 -2.29574 -0.02 0.02 0.04 -0.313
C -4.01567 -1.84801 -1.94737 -0.01 0.03 0.01 -0.041
C -5.32936 -2.26768 -2.03513 -0.01 0.00 -0.02 -0.006
S -2.08926 0.06038 -2.14715 0.07 -0.21 -0.47 0.646
O -1.90227 1.23081 -2.95596 -0.06 0.04 0.08 -0.276
O -1.11876 -1.02492 -2.38671 -0.23 0.19 0.04 -0.344
N -1.77770 0.48967 -0.60207 0.19 -0.53 0.26 -0.172
C -2.33775 -0.11883 0.53446 -0.07 0.35 -0.17 -0.380
C -3.67488 -0.16102 0.90723 0.05 -0.08 0.04 0.026
C -3.97610 -0.77470 2.10877 0.06 0.00 -0.02 0.000
C -2.96162 -1.30212 2.90872 -0.04 -0.03 0.05 -0.024
C -1.66052 -1.19875 2.48084 0.01 0.10 -0.01 -0.086
N -1.36450 -0.60138 1.31964 -0.27 -0.08 0.20 0.007
H -8.46204 -1.07384 -2.46681 0.00 0.01 0.00 0.087
H -7.97186 -2.66839 -1.87603 0.00 0.00 0.00 0.086
H -7.91193 -2.30490 -3.59649 0.00 0.00 0.00 0.100
H -6.77112 0.58095 -3.15866 0.00 0.00 -0.01 0.127
H -4.42871 1.36171 -3.01006 0.01 0.00 -0.01 0.121
H -3.24625 -2.52357 -1.60502 0.04 -0.02 0.01 0.098
H -5.58142 -3.28518 -1.76475 0.01 -0.01 -0.01 0.127
H -4.43737 0.26441 0.27161 -0.01 0.00 0.00 0.126
H -5.00606 -0.83970 2.43310 0.00 0.00 0.00 0.128
H -3.18360 -1.78769 3.84730 -0.02 0.00 0.00 0.122
H -0.82973 -1.59441 3.05237 -0.01 0.01 0.00 0.127
O -1.96523 -3.37654 0.19803 -0.06 0.03 0.00 0.121
C -0.87342 -3.45733 -0.29750 0.09 0.26 0.18 -0.380
N 0.11202 -2.43624 -0.28228 0.24 -0.42 -0.62 0.005
C 1.15311 -2.80690 -1.11584 0.14 0.34 0.19 -0.444
O 1.99670 -1.96297 -1.39547 0.05 -0.12 -0.03 0.059
C 0.97405 -4.20133 -1.53555 -0.07 -0.05 0.00 -0.085
C 1.76491 -5.04310 -2.29100 -0.01 -0.03 0.04 0.028
C 1.27346 -6.32494 -2.52354 -0.01 0.01 0.00 -0.032
C 0.03847 -6.72745 -2.02029 0.01 -0.01 -0.01 -0.028
C -0.75622 -5.86640 -1.26621 0.02 0.00 0.00 0.026
C -0.26166 -4.60049 -1.03701 -0.02 -0.06 -0.02 -0.079
H 2.72264 -4.72520 -2.67941 0.00 0.01 0.00 0.130
H 1.85859 -7.02218 -3.10736 0.00 -0.01 0.00 0.119
H -0.31023 -7.73114 -2.22233 0.00 0.00 -0.01 0.119
H -1.71608 -6.17627 -0.87636 -0.01 0.00 0.00 0.130
N 2.87080 2.41802 -10.25786 0.00 0.00 -0.04 0.192
C 2.75856 2.23632 -9.13045 0.00 0.01 0.02 -0.163
C 2.61529 2.00963 -7.71825 -0.01 -0.03 -0.01 -0.208
C 3.43695 2.67930 -6.81855 0.02 0.01 0.02 0.006
C 3.29968 2.45887 -5.45895 -0.07 0.03 -0.05 0.007
C 2.34260 1.56291 -5.01033 0.00 0.01 0.07 -0.155
C 1.51655 0.88781 -5.89797 0.07 0.00 -0.03 0.012
C 1.65314 1.11642 -7.25454 0.00 0.01 0.02 0.007
N 2.20425 1.33313 -3.59556 -0.03 -0.05 -0.03 0.037
C 3.12036 1.65454 -2.61363 0.05 -0.02 0.00 0.011
C 2.58109 1.26558 -1.43875 -0.04 0.04 0.05 -0.081
N 1.33520 0.71985 -1.68828 0.09 -0.14 -0.12 -0.043
C 1.15240 0.76275 -3.00301 -0.03 0.08 0.01 -0.080
H 4.17671 3.37845 -7.18179 0.00 0.00 -0.01 0.134
H 3.92726 3.00801 -4.77267 0.00 0.00 0.02 0.113
H 0.77823 0.17563 -5.55934 0.01 -0.02 0.02 0.119
H 1.01733 0.59757 -7.95775 0.01 0.00 -0.01 0.133
H 4.07076 2.10535 -2.82778 0.01 -0.01 -0.01 0.133
H 2.99900 1.33402 -0.45079 0.00 -0.01 0.01 0.110
H 0.27110 0.42646 -3.51448 0.02 -0.02 0.00 0.112
```
Forces are in eV/Å.

---

2.
This record from the OMol25 dataset describes a molecular structure, C42H32AsBrI2N8O10RuS2. The level of theory is wB97M-V/def2-TZVPD.

- Maximum force: 0.9 eV/Å
- Multiplicity: 6
- E_LUMO (alpha / beta): 1.38 / 1.34 eV
- Charge: -1
- Frontier orbital gap (alpha / beta): 4.794 / 6.574 eV
- Relative energy (zero: lowest compared OMol25 entry of this formula, charge and spin): 0.0 kcal per mole

```
99
Properties=species:S:1:pos:R:3:forces:R:3:lowdin_spin:R:1
Ru -0.72708 -0.69953 0.22148 0.36 0.76 0.19 3.436
N 3.30963 -6.92962 4.67351 0.06 0.03 0.03 0.000
C 2.61792 -5.87210 4.09573 -0.02 0.00 0.01 0.000
C 2.94231 -5.43348 2.81092 0.01 -0.01 -0.02 0.000
C 2.28004 -4.35957 2.24766 -0.06 -0.04 0.00 0.001
C 1.29532 -3.71022 2.97419 -0.10 -0.07 0.01 0.002
C 0.97433 -4.11851 4.26093 0.02 0.01 -0.01 0.001
C 1.62802 -5.19985 4.81724 -0.02 -0.02 -0.01 0.000
S 0.48598 -2.30964 2.30258 0.08 -0.12 -0.05 0.006
O 0.49202 -1.30026 3.31575 0.07 0.05 0.02 -0.001
O 1.10582 -2.04457 1.00781 -0.04 -0.07 0.32 0.055
N -1.09386 -2.58204 1.97192 0.35 0.01 0.37 0.031
C -1.57788 -3.68481 1.48331 -0.20 0.08 -0.16 0.011
N -2.92250 -3.62851 1.12880 -0.08 -0.06 0.19 0.006
C -3.54084 -4.71118 0.60846 0.03 0.00 -0.09 0.001
C -2.86942 -5.87008 0.41052 0.02 0.03 0.03 0.003
C -1.51103 -5.86673 0.78502 0.02 0.02 -0.05 0.001
N -0.89488 -4.83935 1.29752 0.03 -0.03 0.01 0.003
H 3.77582 -7.55273 4.03638 -0.03 -0.02 0.00 0.000
H 2.84556 -7.40086 5.43113 -0.01 -0.02 -0.02 0.000
H 3.72165 -5.94122 2.25498 0.00 0.00 -0.01 0.000
H 2.51469 -4.01575 1.24996 0.00 -0.01 -0.01 0.000
H 0.22283 -3.58002 4.82370 0.00 0.01 0.01 0.000
H 1.38588 -5.52228 5.82289 0.00 0.00 0.01 0.000
H -4.58473 -4.57732 0.36060 0.00 0.01 0.02 0.000
H -3.34578 -6.72895 -0.03181 0.02 -0.01 -0.02 0.000
H -0.90708 -6.75795 0.64644 -0.01 -0.01 -0.01 0.000
O 0.94564 -0.35576 -1.40384 -0.26 -0.08 0.01 0.066
As 1.35612 0.98641 -2.27130 0.17 0.01 -0.03 0.009
C 0.49884 0.90145 -3.98771 -0.13 0.00 0.01 0.001
C -0.07343 -0.32078 -4.32302 -0.06 0.04 0.04 0.000
C -0.68235 -0.47402 -5.55996 -0.02 0.00 -0.02 0.000
C -0.72757 0.59145 -6.44783 0.01 0.00 0.01 0.000
C -0.15623 1.81089 -6.10992 0.05 0.00 0.00 0.000
C 0.46357 1.96787 -4.87888 0.09 -0.03 -0.05 0.000
C 1.04401 2.67407 -1.43434 -0.07 0.00 0.16 0.000
C 1.78233 2.95386 -0.28539 0.03 -0.05 -0.13 0.000
C 1.52996 4.11692 0.42253 -0.02 0.04 -0.03 0.000
C 0.53516 4.98656 -0.00485 -0.01 0.00 0.02 0.000
C -0.21337 4.69385 -1.13480 -0.06 -0.03 -0.03 0.000
C 0.03342 3.53027 -1.85135 0.00 0.04 -0.04 0.000
C 3.23531 0.87310 -2.67505 0.05 -0.01 0.03 0.004
C 4.12458 1.92699 -2.51612 -0.03 0.03 -0.09 0.001
C 5.46756 1.74907 -2.82478 -0.01 0.01 0.00 0.000
C 5.91665 0.52434 -3.29273 0.00 -0.01 0.00 0.000
C 5.02495 -0.52848 -3.45756 0.01 0.01 -0.01 0.000
C 3.68617 -0.35646 -3.14763 0.00 -0.02 0.04 0.001
H -0.06268 -1.12995 -3.60037 0.01 0.00 -0.01 0.000
H -1.13638 -1.42181 -5.81877 0.00 -0.01 0.01 0.000
H -1.22404 0.47733 -7.40335 0.02 -0.01 -0.02 0.000
H -0.19618 2.64098 -6.80353 -0.01 0.01 0.00 0.000
H 0.92197 2.91586 -4.62151 -0.01 0.01 0.01 0.000
H 2.49942 2.23538 0.09423 -0.05 0.13 -0.11 0.000
H 2.08812 4.32863 1.32543 0.01 -0.01 0.01 0.000
H 0.32591 5.88484 0.56202 -0.01 0.01 0.00 0.000
H -1.00974 5.35534 -1.44727 -0.04 0.02 -0.02 0.000
H -0.57512 3.28883 -2.71435 -0.03 -0.01 -0.01 0.000
H 3.77759 2.88802 -2.15909 -0.02 0.00 0.05 0.000
H 6.16193 2.56877 -2.69226 0.00 0.00 0.00 0.000
H 6.96489 0.38617 -3.52573 0.00 0.00 -0.01 0.000
H 5.37465 -1.48587 -3.82152 0.00 -0.01 0.00 0.000
H 2.98965 -1.18010 -3.25602 0.00 0.00 0.03 0.000
Br -3.71093 1.88795 -4.82574 0.05 0.01 0.04 0.001
C -4.00398 2.88585 -3.24030 0.02 0.09 0.03 0.003
C -4.61254 4.12698 -3.37408 -0.01 0.01 0.01 0.001
C -4.87254 4.89105 -2.24783 0.00 -0.01 -0.03 0.000
C -4.53531 4.40928 -0.99188 0.03 -0.01 0.04 0.000
C -3.91548 3.17624 -0.85651 -0.15 -0.04 0.00 0.004
C -3.63559 2.41092 -1.98592 0.01 0.10 0.03 0.017
I -2.64341 0.59939 -1.71783 -0.36 0.02 -0.67 0.043
H -4.88169 4.48175 -4.35946 -0.01 0.00 0.00 0.000
H -5.35020 5.85628 -2.35602 0.00 0.01 -0.01 0.000
H -4.75539 4.98776 -0.10395 0.02 0.00 0.01 0.000
H -3.69204 2.78776 0.13344 0.12 0.05 0.01 0.001
O -1.17214 4.60967 5.86659 0.02 -0.02 0.01 -0.006
N -0.08836 4.09183 5.64556 -0.03 0.01 0.01 0.000
O 0.91378 4.32291 6.30677 0.00 0.00 0.00 0.006
C 0.01125 3.16303 4.53701 0.01 -0.01 -0.03 0.015
C -1.13930 2.83189 3.81290 0.00 0.01 0.03 0.098
C -1.03695 1.96263 2.75136 0.04 -0.12 -0.02 0.004
C 0.24686 1.50832 2.26107 -0.24 0.02 0.02 0.026
O 0.35255 0.94619 1.13321 0.21 -0.21 -0.06 0.079
C 1.34584 1.80568 3.11500 0.01 -0.01 0.00 0.017
C 1.23601 2.61632 4.23463 -0.01 0.01 0.06 0.059
N 2.67059 1.27481 2.83931 0.01 0.23 0.10 0.003
O 3.42846 1.13619 3.79018 -0.03 -0.07 -0.07 0.003
O 2.98742 1.03243 1.68853 0.13 -0.23 0.12 0.003
N -2.19791 1.58333 2.07270 0.08 0.29 -0.13 0.346
O -2.29372 0.40352 1.49841 0.15 -0.57 -0.12 0.236
O -3.23869 2.30311 2.16043 -0.12 -0.01 0.10 0.296
H -2.10628 3.22300 4.08594 0.01 0.01 -0.01 0.008
H 2.10317 2.82872 4.83904 0.00 0.01 -0.01 0.003
I -4.72432 -2.63757 3.28906 0.01 0.00 0.01 0.004
C -3.70242 -2.44200 1.41100 0.00 0.01 0.02 0.002
H -4.46242 -2.31318 0.64946 0.02 0.01 -0.02 0.000
H -3.08749 -1.55486 1.52402 0.00 0.00 -0.07 0.002
S -1.00241 -4.57198 -2.58728 0.00 0.05 -0.02 0.025
C -1.26474 -3.19152 -1.76420 -0.09 -0.01 -0.07 0.026
N -1.48373 -2.20058 -1.17557 0.03 -0.22 0.07 0.035
```
Forces are in eV/Å.

---

3.
This record from the OMol25 dataset describes a molecular structure, C42H32BF4GeHgN7O2. The level of theory is wB97M-V/def2-TZVPD.

- Maximum force: 0.6 eV/Å
- E_LUMO: 4.31 eV
- Charge: -2
- Frontier orbital gap: 6.715 eV

```
90
Properties=species:S:1:pos:R:3:forces:R:3:lowdin_charge:R:1
Hg -0.17758 0.44547 -0.10568 -0.45 -0.42 -0.05 0.971
C 0.05803 -1.31926 4.45947 -0.02 0.05 0.00 -0.081
C 1.20811 -2.09362 4.56804 -0.02 -0.01 0.03 -0.097
C 1.93934 -2.35532 3.43482 0.03 -0.02 0.04 -0.031
C 1.52273 -1.83473 2.19335 0.01 0.00 0.03 -0.344
N 0.38460 -1.15040 2.08836 -0.04 0.00 -0.07 0.089
C -0.30269 -0.88479 3.19926 -0.04 0.00 -0.04 -0.168
N 2.40047 -2.05646 1.16116 0.06 0.06 0.05 0.145
C 2.45231 -1.58026 -0.03928 -0.33 -0.17 -0.11 -0.304
N 1.60128 -0.88188 -0.87692 0.49 0.35 0.07 0.060
C 2.27900 -0.68535 -2.08060 -0.14 -0.17 -0.18 -0.287
N 2.04039 -0.12468 -3.21249 0.13 0.00 0.24 0.153
C 1.02343 0.70361 -3.64069 -0.17 0.10 -0.09 -0.332
C 1.20570 1.22051 -4.93330 0.11 -0.05 0.00 -0.030
C 0.27610 2.08237 -5.46317 -0.10 0.08 0.01 -0.087
C -0.82377 2.42766 -4.69160 0.00 -0.06 -0.14 -0.076
C -0.91486 1.88919 -3.42618 -0.08 -0.20 0.16 -0.150
N -0.03542 1.03381 -2.90729 -0.03 -0.23 0.19 0.108
C 3.60663 -1.35253 -2.00964 0.07 -0.02 0.03 -0.115
C 4.63928 -1.42498 -2.92517 0.03 -0.03 -0.04 -0.022
C 5.79750 -2.08448 -2.53232 -0.03 0.01 -0.03 -0.104
C 5.90845 -2.63806 -1.25544 -0.01 -0.02 0.04 -0.106
C 4.86220 -2.54645 -0.34557 0.03 -0.05 0.01 -0.024
C 3.71359 -1.89876 -0.75902 0.08 0.02 -0.05 -0.116
H -0.53214 -1.04252 5.32202 -0.03 0.00 0.00 0.095
H 1.53368 -2.46731 5.53251 0.01 0.00 -0.01 0.093
H 2.86017 -2.92105 3.46133 0.00 0.00 -0.01 0.096
H -1.18286 -0.26894 3.06805 -0.17 0.08 -0.07 0.097
H 2.10402 0.94130 -5.46433 0.01 -0.02 -0.03 0.095
H 0.41572 2.50874 -6.44914 0.00 -0.02 -0.04 0.093
H -1.57893 3.11598 -5.04275 0.03 0.05 0.04 0.100
H -1.73434 2.17019 -2.78382 -0.15 0.01 0.14 0.098
H 4.53512 -0.96887 -3.90060 -0.01 0.01 -0.01 0.103
H 6.63214 -2.16260 -3.21906 0.02 0.00 -0.01 0.087
H 6.82875 -3.13440 -0.96971 0.01 -0.01 0.00 0.086
H 4.93092 -2.94907 0.65605 -0.01 -0.01 0.02 0.101
O 1.73220 1.24710 1.20145 0.30 0.08 0.00 -0.196
N 1.56129 1.68553 2.36276 -0.32 0.00 -0.22 -0.034
N 0.35309 2.10778 2.59518 0.17 0.05 -0.06 -0.253
O -0.60926 2.11559 1.72116 0.25 -0.15 0.36 -0.222
C 0.07170 2.55616 3.90897 -0.05 0.01 0.08 -0.170
C 1.02996 2.53669 4.92127 0.06 -0.03 -0.03 -0.032
C 0.68489 2.96278 6.19079 -0.02 0.02 0.02 -0.113
C -0.60451 3.40773 6.46831 0.03 -0.01 0.00 -0.128
C -1.54651 3.42750 5.45097 0.02 -0.01 0.02 -0.093
C -1.21699 3.00559 4.17058 -0.02 0.01 -0.03 0.001
H 2.02494 2.18320 4.69606 0.00 0.00 0.02 0.100
H 1.43253 2.94578 6.97486 0.01 0.00 0.01 0.089
H -0.86652 3.73428 7.46737 0.00 0.01 0.01 0.084
H -2.55243 3.77630 5.65121 -0.03 0.00 -0.02 0.094
H -1.93088 3.01845 3.35897 0.03 -0.02 0.03 0.087
C -3.82098 4.54803 1.84815 -0.01 -0.01 0.01 -0.114
C -2.98922 4.35387 0.75368 -0.04 0.02 -0.02 -0.067
C -2.77047 3.07215 0.27443 -0.10 -0.01 -0.09 -0.130
C -3.36973 1.95406 0.86267 0.18 0.02 0.02 -0.328
C -4.18357 2.16985 1.97290 -0.06 -0.11 -0.03 -0.131
C -4.41557 3.45245 2.45751 -0.09 0.06 0.01 -0.132
Ge -2.72319 0.20694 0.18598 -0.23 0.15 -0.35 0.921
C -3.74176 -0.11870 -1.50234 0.31 0.18 -0.08 -0.319
C -4.74004 0.72484 -1.98309 0.02 0.06 0.09 -0.116
C -5.34355 0.49895 -3.21445 -0.04 -0.03 -0.04 -0.112
C -4.95792 -0.58465 -3.98983 -0.03 0.01 0.00 -0.123
C -3.97243 -1.44445 -3.52112 -0.04 -0.03 -0.02 -0.108
C -3.37336 -1.20809 -2.29356 -0.01 0.04 -0.02 -0.128
C -3.62599 -1.23901 1.22721 0.34 0.00 0.10 -0.301
C -4.97079 -1.13356 1.58511 -0.02 0.02 -0.09 -0.127
C -5.61659 -2.14623 2.28033 -0.03 -0.01 0.01 -0.109
C -4.93275 -3.30685 2.61597 0.01 -0.03 0.00 -0.122
C -3.60836 -3.45117 2.23065 -0.02 -0.04 0.02 -0.104
C -2.96741 -2.42672 1.54508 0.04 0.06 0.03 -0.127
H -3.97672 5.54414 2.24598 -0.01 0.01 0.00 0.090
H -2.46625 5.18485 0.29795 0.03 0.00 -0.02 0.107
H -2.05769 2.94960 -0.53382 0.04 0.00 -0.01 0.078
H -4.62341 1.33086 2.49949 0.00 -0.01 0.01 0.078
H -5.04839 3.59304 3.32780 0.01 -0.01 0.01 0.088
H -5.03832 1.58481 -1.39214 0.02 0.03 -0.01 0.092
H -6.10677 1.17894 -3.57690 0.00 0.00 0.01 0.089
H -5.41310 -0.75238 -4.95920 0.00 -0.01 0.00 0.086
H -3.66083 -2.28879 -4.12506 0.02 -0.01 0.00 0.091
H -2.58304 -1.86919 -1.95257 0.03 -0.01 -0.01 0.094
H -5.53201 -0.25487 1.28988 -0.02 0.04 0.04 0.091
H -6.65802 -2.03276 2.55928 -0.02 0.01 -0.01 0.090
H -5.43229 -4.09612 3.16587 0.00 -0.01 -0.01 0.087
H -3.06827 -4.36007 2.47093 0.01 0.01 0.00 0.093
H -1.93206 -2.55361 1.25457 0.10 0.04 0.04 0.084
F 0.32242 3.08765 -1.11559 0.01 0.12 0.06 0.048
B 0.58260 4.39296 -1.60092 -0.05 -0.06 0.07 -1.277
F 1.91337 4.49304 -2.01587 0.16 0.00 -0.06 0.094
F 0.31545 5.32953 -0.59290 -0.06 0.15 0.15 0.088
F -0.27312 4.64459 -2.69693 -0.15 0.09 -0.12 0.077
```
Forces are in eV/Å.